Entry 1:
{"formula": "CH4Cl2O2P", "method": "wB97M-V/def2-TZVPD", "charge": 1, "e_tot_ha": -1452.43309, "gap_ev": 9.8, "lumo_ev": -5.71, "spin_multiplicity": 1, "e_above_lowest_kcal_mol": 46.4, "largest_force_ha_per_bohr": 0.04121, "symbols": ["C", "O", "O", "P", "Cl", "Cl", "H", "H", "H", "H"], "xyz": [[0.85228, -0.91514, 0.26583], [0.38261, -2.19343, 0.29472], [-0.26050, -0.04532, -0.14570], [-1.47285, 0.76136, 0.45211], [-2.79275, 0.38198, -0.95647], [-0.72219, 3.05874, -0.21888], [1.49941, -0.76489, -0.55491], [0.51262, 3.05068, 0.26932], [1.45613, -0.74570, 1.21782], [0.54524, -2.58828, -0.62384]], "forces_ev_per_a": [[1.1, -1.0, 0.9], [0.4, -0.9, -1.9], [-0.8, 1.1, 0.8], [0.9, -1.4, 0.3], [-0.2, 0.4, -0.2], [1.0, 0.5, 0.0], [0.9, 0.3, -0.8], [-1.0, 0.0, -0.3], [-1.7, 0.7, -0.8], [-0.6, 0.5, 2.0]], "nbo_charge": [0.226, -0.667, -0.867, 1.361, -0.164, -0.108, 0.180, 0.330, 0.208, 0.501]}

---

Entry 2:
{"formula": "C24H50Cl2MnO4P2Si2", "method": "wB97M-V/def2-TZVPD", "e_tot_ha": -4578.43125, "gap_ev": [7.3, 7.6], "lumo_ev": [0.47, 0.46], "s2": 3.958, "spin_multiplicity": 4, "e_above_lowest_kcal_mol": 0.0, "largest_force_ha_per_bohr": 0.03261, "symbols": ["Mn", "C", "C", "C", "Si", "C", "C", "Si", "H", "H", "H", "Cl", "C", "C", "C", "C", "H", "H", "H", "H", "H", "H", "H", "H", "H", "H", "H", "H", "C", "C", "P", "H", "H", "P", "H", "H", "C", "C", "C", "C", "C", "H", "C", "H", "H", "H", "H", "H", "H", "H", "C", "C", "H", "H", "H", "H", "H", "H", "H", "C", "C", "H", "H", "H", "H", "H", "H", "C", "C", "H", "H", "H", "H", "H", "H", "H", "C", "H", "H", "H", "O", "Cl", "O", "O", "O"], "xyz": [[0.26494, -0.24276, 0.22728], [2.21968, -0.10304, -1.04816], [1.50405, -1.31856, -1.32289], [0.25027, -0.91461, -1.94339], [2.21197, -3.03650, -1.01496], [0.28733, 0.49665, -2.15099], [1.48988, 1.01147, -1.57231], [2.09773, 2.77803, -1.51583], [3.22789, -0.05384, -0.62945], [-0.51885, -1.59982, -2.31673], [-0.44686, 1.07862, -2.69859], [-2.90693, -0.36561, 0.60037], [3.96173, 2.82137, -1.50146], [1.47606, 3.72753, -2.99467], [4.05365, -3.00035, -0.79870], [1.75390, -4.18424, -2.41422], [2.07497, 3.41487, -3.86402], [1.62361, 4.80806, -2.85238], [0.42090, 3.53973, -3.22446], [4.36276, 2.41421, -0.56326], [4.30765, 3.85851, -1.61665], [4.34617, 2.22826, -2.34312], [2.46690, -4.01396, -3.23510], [0.74382, -4.02703, -2.81159], [1.85225, -5.22995, -2.09035], [4.54492, -2.64300, -1.71087], [4.40784, -4.01656, -0.58940], [4.34363, -2.34909, 0.03256], [1.44091, 3.38954, 0.15090], [1.39200, -3.50042, 0.63304], [-0.28992, 3.04586, 0.50837], [1.64324, 4.47037, 0.17217], [2.02676, 2.91644, 0.96360], [-0.33648, -2.85557, 0.67225], [1.96212, -2.98027, 1.42444], [1.45590, -4.58506, 0.81705], [-1.07569, -3.27915, 2.31976], [-1.25616, -3.96580, -0.53668], [-1.37759, 3.66948, -0.81240], [-0.78691, 3.87680, 2.05752], [-0.64135, 2.91167, 3.22740], [-1.85667, 4.09755, 1.91867], [-0.00889, 5.16642, 2.27206], [1.05467, 4.95969, 2.42949], [-0.39455, 5.68184, 3.15860], [-0.10120, 5.85966, 1.43057], [-1.11682, 1.94918, 3.01339], [-1.11247, 3.32077, 4.12753], [0.40964, 2.69293, 3.44562], [-0.96164, 3.22148, -1.72814], [-1.33157, 5.19308, -0.93832], [-2.80151, 3.14239, -0.62072], [-0.31889, 5.58205, -1.11507], [-1.74624, 5.68468, -0.04760], [-1.95076, 5.49455, -1.79411], [-2.81224, 2.04665, -0.57101], [-3.41706, 3.45774, -1.47329], [-3.26086, 3.53818, 0.29618], [-0.73828, -3.82808, -1.49748], [-2.71246, -3.52645, -0.71649], [-1.17715, -5.44270, -0.13751], [-0.14721, -5.82118, -0.09971], [-1.72234, -6.04442, -0.87938], [-1.65612, -5.61505, 0.83605], [-2.78926, -2.52208, -1.14634], [-3.25416, -3.53594, 0.23741], [-3.22253, -4.22844, -1.39112], [-1.23117, -2.01810, 3.18562], [-0.25296, -4.34023, 3.05194], [-2.08466, -3.67838, 2.09813], [0.77439, -3.98295, 3.22472], [-0.21839, -5.28374, 2.49183], [-0.72778, -4.53855, 4.02386], [-0.27151, -1.49127, 3.31436], [-1.60203, -2.30191, 4.18231], [-1.94994, -1.31734, 2.73814], [-4.71089, -0.51820, 0.69339], [-5.14416, 0.47970, 0.79808], [-4.97568, -1.14433, 1.55589], [-5.02717, -0.99249, -0.23831], [2.34033, 1.77896, 2.92012], [2.16611, 0.32849, 3.22138], [1.51054, -0.31874, 1.94582], [1.20656, 0.14657, 4.33568], [-0.53248, 1.54940, 0.67716]], "forces_ev_per_a": [[0.6, -0.6, 0.1], [-0.4, -0.6, -0.8], [0.5, 0.6, -0.5], [0.5, 0.1, 0.0], [-1.0, 1.0, 0.4], [0.8, -0.3, 0.4], [-0.2, -0.2, -0.6], [-0.4, -1.2, 0.4], [-0.5, 0.0, 0.0], [0.3, 0.4, 0.1], [-0.1, -0.1, 0.3], [-0.9, 0.1, 0.0], [0.1, 0.1, 0.1], [0.0, 0.3, -0.1], [0.2, 0.0, 0.0], [0.2, -0.2, -0.2], [-0.2, 0.1, 0.2], [-0.1, -0.2, -0.1], [0.2, 0.1, 0.0], [0.0, 0.1, -0.2], [0.1, -0.2, 0.1], [0.0, 0.2, 0.2], [-0.2, -0.1, 0.1], [0.3, 0.0, 0.1], [-0.1, 0.1, -0.2], [0.0, -0.1, 0.1], [0.1, 0.2, 0.0], [0.0, -0.1, -0.1], [0.1, 0.8, -0.2], [-0.1, -0.6, 0.0], [0.0, -1.0, 0.5], [-0.2, -0.1, 0.3], [-0.3, 0.1, -0.3], [0.1, 0.8, 0.0], [-0.3, -0.1, -0.3], [0.0, 0.3, 0.1], [-0.1, -0.1, 0.0], [0.3, 0.2, 0.2], [0.4, 0.0, -0.1], [-0.1, -0.1, -0.3], [0.0, -0.4, 0.3], [0.2, 0.1, 0.0], [0.0, 0.4, 0.2], [-0.2, 0.0, 0.0], [0.1, -0.1, -0.1], [0.1, -0.1, 0.1], [0.0, 0.2, 0.0], [0.1, 0.1, -0.1], [-0.3, 0.2, 0.0], [-0.2, 0.1, 0.2], [-0.2, 0.2, -0.2], [-0.1, -0.1, -0.1], [-0.2, -0.1, 0.1], [0.1, -0.1, -0.2], [0.1, 0.0, 0.2], [0.0, 0.3, 0.0], [0.1, 0.0, 0.2], [0.1, -0.1, -0.2], [-0.2, 0.0, 0.3], [0.0, -0.1, -0.1], [-0.1, -0.1, -0.2], [-0.2, 0.1, 0.0], [0.1, 0.1, 0.2], [0.1, 0.0, -0.2], [0.1, -0.2, 0.1], [0.1, 0.0, -0.1], [0.1, 0.1, 0.1], [0.0, 0.1, 0.0], [-0.2, -0.1, 0.2], [0.4, 0.1, 0.1], [-0.4, -0.2, 0.0], [0.1, 0.2, 0.2], [0.2, 0.0, -0.2], [-0.4, -0.2, 0.0], [0.1, 0.1, -0.2], [0.3, -0.2, 0.2], [0.3, -0.2, 0.0], [0.2, -0.2, -0.1], [0.2, 0.2, -0.3], [-0.1, 0.1, 0.2], [-0.1, -1.0, 0.2], [-1.3, 0.1, -1.0], [0.7, 0.3, 1.4], [0.7, 0.3, -0.9], [-0.1, 0.7, -0.2]], "mulliken_spin": [2.780, -0.036, 0.124, -0.050, 0.004, 0.060, -0.038, -0.001, 0.005, 0.001, 0.000, 0.018, -0.001, 0.001, 0.003, 0.002, 0.001, 0.000, 0.000, 0.001, 0.000, 0.000, 0.000, -0.001, 0.000, 0.000, 0.000, 0.000, -0.001, 0.010, 0.031, 0.001, 0.002, 0.002, -0.004, 0.000, -0.035, -0.001, 0.007, 0.006, -0.005, 0.000, 0.000, 0.000, 0.000, 0.000, 0.001, 0.000, 0.001, -0.004, 0.001, 0.001, 0.000, 0.000, 0.000, 0.000, 0.000, 0.000, 0.004, 0.002, -0.001, 0.000, 0.000, 0.000, 0.000, 0.000, 0.000, 0.015, 0.001, -0.002, 0.000, 0.000, 0.000, -0.002, -0.001, -0.002, 0.007, 0.000, 0.000, 0.000, 0.002, 0.002, -0.016, 0.002, 0.102]}